The following is a quantum chemistry calculation of a 2-piece molecular cluster, C4H12 overall, from OMol25.

gap between HOMO and LUMO: 0.466 Ha
E_tot: -4342.01591 eV
HOMO: -11.60 eV
SMILES: CC.CC
ΔE to the lowest compared entry with this formula, charge and spin: 49.4 kJ/mol

Atoms and positions in Å:
C -1.733 1.621 -0.112
C -2.029 1.178 1.336
H -0.690 1.776 -0.355
H -2.005 0.916 -0.895
H -2.353 2.477 -0.284
H -2.066 2.108 1.896
H -1.084 0.777 1.709
H -2.919 0.574 1.440
C 2.064 -0.986 -1.127
C 1.659 -1.901 -0.014
H 1.229 -0.710 -1.789
H 2.385 0.042 -0.903
H 2.877 -1.349 -1.757
H 1.343 -2.851 -0.453
H 0.834 -1.600 0.634
H 2.487 -2.071 0.675

Löwdin population analysis, charges in e, atoms 1 to 5: number 1, C, carries -0.174; number 2, C, carries -0.154; number 3, H, carries 0.055; number 4, H, carries 0.054; number 5, H, carries 0.048

The following is a quantum chemistry calculation of C17H15GeNS4SeY as an isolated structure, from OMol25.

gap between HOMO and LUMO: 0.244 Ha
E_tot: -185603.13119 eV
HOMO: -10.94 eV
charge: +1
ΔE to the lowest compared entry with this formula, charge and spin: 263.4 kJ/mol

Atoms and positions in Å:
Y -0.719 -1.426 -0.245
S -1.829 0.507 1.479
S -2.196 -0.751 3.048
S -1.253 -2.457 2.279
S -2.479 -3.094 0.797
Se -3.382 0.061 -0.084
C -3.499 1.881 -0.712
C -2.520 2.422 -1.530
C -2.679 3.740 -1.942
N -3.718 4.489 -1.593
C -4.649 3.952 -0.813
C -4.590 2.646 -0.341
H -1.660 1.853 -1.858
H -1.935 4.208 -2.575
H -5.490 4.586 -0.557
H -5.374 2.254 0.293
Ge 1.948 -1.135 0.669
C 1.454 -3.081 0.569
C 0.877 -3.556 -0.613
C 0.336 -4.842 -0.736
C 0.347 -5.681 0.357
C 0.911 -5.236 1.554
C 1.444 -3.963 1.661
C 3.433 -0.901 -0.591
C 3.195 -0.431 -1.881
C 4.229 -0.324 -2.803
C 5.519 -0.676 -2.437
C 5.771 -1.132 -1.150
C 4.736 -1.245 -0.233
H 2.455 -0.970 2.113
H 0.986 -2.959 -1.532
H -0.069 -5.173 -1.684
H -0.070 -6.676 0.288
H 0.935 -5.898 2.410
H 1.878 -3.646 2.602
H 2.196 -0.118 -2.174
H 4.028 0.045 -3.801
H 6.328 -0.587 -3.149
H 6.779 -1.400 -0.858
H 4.947 -1.604 0.767

Löwdin population analysis, charges in e, atoms 1 to 5: number 1, Y, carries 0.779; number 2, S, carries 0.055; number 3, S, carries 0.148; number 4, S, carries -0.010; number 5, S, carries 0.072

The following is a quantum chemistry calculation of a 5-piece molecular cluster, C43H61Br2F32N3O9PS overall, from OMol25.

gap between HOMO and LUMO: 0.236 Ha
E_tot: -315621.34076 eV
HOMO: -10.48 eV
charge: +1

Atoms and positions in Å:
C 2.381 5.067 0.679
C 1.914 4.938 -0.690
N 1.878 3.714 -1.640
C 0.384 3.799 -1.839
N -0.389 2.594 -2.248
C 2.334 2.361 -1.001
O 1.472 2.145 0.061
C 1.589 1.780 1.361
C 0.600 0.438 1.597
C -0.651 0.840 2.621
O 1.319 -0.699 2.191
C 3.997 2.083 -1.067
C 3.994 0.502 -0.745
Br 4.790 -0.048 1.066
C 4.724 -0.604 -1.669
C 3.541 -1.434 -2.525
P 5.141 2.990 0.149
O 6.662 2.448 0.167
O 4.573 3.079 1.830
O 5.438 4.709 -0.131
C 4.047 2.686 -2.649
C 3.807 1.610 -3.882
C 5.551 3.232 -3.141
C 6.765 2.164 -3.127
C 8.181 3.052 -3.196
S 9.489 1.934 -2.364
C 2.846 3.873 -2.858
N 3.538 5.059 -2.327
C 3.835 6.150 -2.980
C 5.286 6.602 -3.686
C 2.708 7.387 -3.068
C 2.146 4.170 -4.258
Br 3.276 4.721 -5.865
C 1.144 3.095 -4.978
C -0.316 3.839 -5.323
H 1.732 4.597 1.556
H 3.332 5.684 1.053
H 1.356 5.894 -1.145
H -0.088 4.083 -0.775
H 0.034 4.707 -2.531
H -0.623 1.937 -1.464
H -1.343 2.949 -2.562
H 1.962 1.575 -1.841
H 1.063 2.591 2.071
H 2.560 1.502 1.922
H 0.116 0.087 0.564
H -1.199 -0.090 3.071
H -0.165 1.421 3.534
H -1.399 1.546 2.051
H 2.059 -0.986 1.580
H 2.883 0.079 -0.596
H 5.578 -0.238 -2.378
H 5.238 -1.513 -1.080
H 3.461 -2.563 -2.184
H 3.884 -1.471 -3.667
H 2.504 -0.894 -2.503
H 5.291 3.487 2.400
H 5.627 5.189 0.727
H 2.780 1.010 -3.763
H 4.613 0.775 -4.003
H 3.762 2.078 -4.950
H 5.430 3.579 -4.278
H 5.947 4.160 -2.569
H 6.881 1.472 -2.205
H 6.719 1.501 -4.110
H 8.479 3.330 -4.293
H 8.125 4.020 -2.520
H 9.354 2.057 -0.958
H 5.123 7.520 -4.428
H 5.763 5.751 -4.330
H 6.064 6.994 -2.872
H 2.845 7.948 -4.105
H 2.996 8.154 -2.229
H 1.605 7.008 -3.001
H 1.460 5.140 -4.107
H 0.996 2.078 -4.385
H 1.511 2.725 -6.054
H -0.945 4.086 -4.373
H -0.101 4.818 -5.948
H -0.876 3.103 -6.051
C -1.429 -4.101 -3.845
C -0.268 -3.663 -2.940
C -0.550 -2.441 -2.070
F -0.845 -1.341 -2.801
F 0.545 -2.119 -1.328
F 0.847 -3.491 -3.698
F 0.016 -4.716 -2.107
O -1.383 -3.643 -5.200
C -1.884 -2.325 -5.416
C -0.797 -1.338 -5.863
F 0.224 -1.274 -4.971
F -1.295 -0.077 -5.972
F -2.548 -1.916 -4.308
F -2.825 -2.440 -6.392
H -1.361 -5.193 -3.929
H -2.409 -3.924 -3.386
H -1.373 -2.630 -1.379
H -0.379 -1.628 -6.831
C -3.455 -2.040 6.156
C -3.559 -1.360 4.783
C -3.626 0.165 4.817
F -4.700 0.620 5.504
F -3.743 0.667 3.558
F -4.607 -1.892 4.100
F -2.441 -1.715 4.070
O -4.680 -2.522 6.717
C -5.463 -1.547 7.404
C -6.800 -1.256 6.710
F -6.623 -0.847 5.428
F -7.474 -0.260 7.345
F -4.713 -0.435 7.599
F -5.694 -2.061 8.643
H -2.853 -2.945 6.008
H -2.880 -1.446 6.876
H -2.725 0.590 5.261
H -7.434 -2.146 6.694
C -6.846 -3.574 -3.588
C -5.554 -4.332 -3.926
C -5.185 -4.355 -5.407
F -6.135 -4.945 -6.169
F -4.044 -5.070 -5.605
F -5.625 -5.587 -3.409
F -4.534 -3.714 -3.248
O -8.027 -4.369 -3.444
C -8.694 -4.700 -4.661
C -8.659 -6.201 -4.973
F -7.388 -6.674 -5.032
F -9.225 -6.464 -6.181
F -8.191 -3.938 -5.662
F -9.984 -4.297 -4.499
H -6.696 -3.134 -2.595
H -7.012 -2.712 -4.245
H -5.012 -3.347 -5.787
H -9.195 -6.773 -4.211
C -0.596 -2.913 10.489
C -0.729 -3.469 11.914
C -0.135 -4.860 12.125
F -0.717 -5.796 11.339
F -0.326 -5.272 13.408
F -2.033 -3.420 12.293
F -0.072 -2.601 12.750
O -1.736 -3.073 9.639
C -1.844 -4.341 8.994
C -3.056 -5.153 9.469
F -3.036 -5.349 10.812
F -3.073 -6.387 8.898
F -0.672 -5.007 9.130
F -1.967 -4.072 7.665
H -0.488 -1.825 10.590
H 0.329 -3.233 9.997
H 0.939 -4.864 11.933
H -3.991 -4.645 9.218

Löwdin population analysis, charges in e, atoms 1 to 5: number 1, C, carries 0.015; number 2, C, carries -0.103; number 3, N, carries -0.071; number 4, C, carries -0.220; number 5, N, carries 0.027